No. 1
The following is a quantum chemistry calculation of an isolated molecule of C18H25FN4O4, from the OMol25 dataset.

XYZ file:
```
52
Properties=species:S:1:pos:R:3:forces:R:3:mulliken_charge:R:1
C -4.843613 -4.493794 -0.777716 0.102 -0.038 -0.104 -1.0513
C -3.464464 -4.943334 -1.261146 -0.027 -0.085 0.125 -0.6197
C -2.377206 -4.437477 -0.331505 -0.200 -0.146 -0.255 0.9004
O -1.885271 -5.156423 0.517659 0.032 -0.375 0.200 -0.6704
N -2.004830 -3.135363 -0.442861 0.174 0.312 0.132 0.1686
C -2.391213 -2.181986 -1.451584 0.060 0.139 -0.430 -0.9381
C -1.191217 -1.803752 -2.344187 -0.435 -0.014 0.036 -0.8064
N -0.102033 -1.335936 -1.521931 0.011 -0.204 0.101 0.2333
C 0.302683 -0.033000 -1.498868 0.106 0.298 -0.541 0.8568
C 0.579040 0.605193 -0.283229 0.074 0.088 0.096 0.4725
C 0.917214 1.952238 -0.197131 0.070 -0.025 -0.400 -0.7622
N 1.239918 2.581793 0.954873 0.088 0.523 0.065 -0.0304
C 1.184113 2.016550 2.274545 -0.104 0.172 0.291 -0.8731
C 1.969828 2.924484 3.230120 0.143 -0.591 -0.016 -0.1362
C 3.469911 2.978275 2.917750 -0.169 0.164 0.086 -0.6919
C 3.835159 4.395955 3.347517 -0.213 -0.005 -0.027 -0.5806
C 2.571073 5.162663 2.963392 0.301 0.324 -0.027 -0.4012
O 1.486738 4.257949 3.123880 -0.204 -0.121 -0.086 -0.4939
C 0.929449 2.689939 -1.404262 -0.108 -0.179 -0.172 0.0518
F 1.206967 4.017310 -1.328021 -0.003 -0.109 0.073 -0.3570
C 0.702037 2.105202 -2.610887 0.024 0.101 0.246 -0.6547
C 0.436568 0.729642 -2.688338 -0.070 0.418 1.270 -0.4607
N 0.478406 0.158112 -3.981910 0.112 -0.445 -0.714 0.9492
O 0.377119 0.907140 -4.941677 -0.053 0.053 -0.189 -0.6820
O 0.664494 -1.046062 -4.090382 0.049 0.044 -0.169 -0.5737
C 0.264327 -2.290490 -0.503039 -0.140 -0.045 0.343 -1.1472
C -0.930526 -2.636406 0.391041 0.371 -0.195 0.179 -0.8611
H -4.932140 -3.409646 -0.774760 -0.064 0.098 0.010 0.3064
H -5.014121 -4.852422 0.234399 -0.047 -0.006 0.086 0.3263
H -5.617651 -4.902566 -1.423155 -0.094 0.011 -0.009 0.3404
H -3.287851 -4.626784 -2.289506 -0.001 -0.024 -0.020 0.2924
H -3.415573 -6.032710 -1.228237 0.117 0.111 -0.030 0.3340
H -3.191605 -2.568263 -2.076947 -0.034 -0.001 0.046 0.5503
H -2.751144 -1.274776 -0.947480 -0.033 -0.051 -0.094 0.0678
H -1.519034 -1.024167 -3.029496 0.059 -0.062 0.010 0.5815
H -0.864792 -2.669637 -2.929335 -0.077 0.039 -0.031 0.1814
H 0.480857 0.046059 0.631324 -0.087 -0.075 0.097 0.4265
H 1.230200 3.592971 0.943060 -0.046 -0.116 -0.094 0.2817
H 1.640101 1.023182 2.277055 -0.032 0.010 0.055 0.3765
H 0.147411 1.934671 2.629523 0.077 -0.111 -0.021 0.3650
H 1.801425 2.575242 4.259918 0.019 0.004 -0.164 0.4640
H 4.026614 2.211429 3.450466 0.012 -0.068 -0.005 0.3896
H 3.626379 2.854458 1.845100 0.021 -0.043 -0.009 0.2853
H 4.719419 4.781723 2.846957 0.059 0.038 0.024 0.3584
H 3.988885 4.436775 4.426255 0.038 0.036 0.020 0.2821
H 2.383556 6.032550 3.596611 0.033 -0.032 -0.082 0.3173
H 2.618947 5.494357 1.916826 0.000 -0.001 0.093 0.2317
H 0.764576 2.677155 -3.523382 0.035 0.058 0.005 0.5681
H 1.102187 -1.914657 0.081746 0.002 -0.023 -0.033 0.6615
H 0.586822 -3.206678 -1.012650 0.042 0.000 0.097 0.3377
H -0.669406 -3.419353 1.104415 -0.034 0.154 -0.054 0.4563
H -1.278730 -1.747335 0.929188 0.043 -0.007 -0.010 0.3769
```
Forces are in eV/Å.

Relative energy (zero: lowest compared OMol25 entry of this formula, charge and spin) in eV: 0.061
E_HOMO in eV: -7.98
Total charge: 0
Maximum force in eV/Å: 1.34
Molar mass in g mol⁻¹: 380.4
HOMO-LUMO gap in eV: 7.9
E_LUMO in eV: -0.06
Electronic energy in eV: -35937.049
SMILES string: CCC(=O)N1CCN(c2cc(NC[C@H]3CCCO3)c(F)cc2[N+](=O)[O-])CC1



No. 2
The following is a quantum chemistry calculation of a structure of composition C18H25I2KN9SbSe4, from the OMol25 dataset.

XYZ file:
```
60
Properties=species:S:1:pos:R:3:forces:R:3:mulliken_charge:R:1
K 2.364552 0.588250 -0.861247 0.188 0.167 0.798 0.6008
I 3.736552 1.500250 3.113053 0.118 0.289 -0.146 0.0409
C 2.415952 2.880550 2.157653 -0.087 -0.111 0.309 -0.5124
I 0.380952 2.713150 2.758953 0.049 0.173 -0.075 0.0576
H 2.447352 2.720050 1.089853 0.031 0.077 -0.125 -0.0201
H 2.757252 3.875950 2.418353 -0.054 -0.105 -0.075 0.4329
N 1.536852 -1.508050 -3.265347 0.048 -0.044 0.054 0.1378
C 0.208552 -1.394450 -3.507647 -0.379 -0.212 -0.162 -0.4681
C -0.417648 -1.787650 -2.356347 -0.158 0.007 -0.333 -0.5142
N 0.494952 -2.118250 -1.418047 0.467 -0.135 0.794 -0.3076
C 1.675052 -1.931550 -1.977547 -0.641 -0.149 -0.535 0.2196
C 2.922352 -2.053150 -1.271647 0.602 -0.529 0.243 -0.4930
N 3.023952 -2.000350 0.042853 -0.595 -0.068 -0.016 -0.1884
C 4.350352 -2.044550 0.320053 0.294 -0.121 -0.087 -0.5289
C 5.067952 -2.120450 -0.838047 0.280 -0.045 0.205 -0.5142
N 4.151052 -2.148750 -1.844147 -0.248 -0.103 -0.040 0.0402
H 2.255052 -1.145650 -3.883647 0.146 0.353 -0.018 0.2975
H -0.165048 -1.044050 -4.449247 0.079 0.212 -0.121 0.3791
H -1.466948 -1.847350 -2.140747 -0.201 0.048 -0.033 0.5431
H 4.693652 -2.024050 1.335453 0.191 0.050 0.163 0.4818
H 6.120352 -2.128050 -1.029047 0.211 0.002 -0.061 0.4269
H 4.360052 -2.026350 -2.822947 -0.077 0.220 -0.055 0.2949
Se 3.149052 4.606750 -4.721847 -0.123 -0.244 0.036 -0.7448
Sb 2.327552 2.363050 -4.191247 -0.001 -0.319 0.368 0.7042
Se 4.158552 0.883750 -3.225547 0.218 0.154 -0.454 -0.8539
Se 0.657952 2.449750 -2.241747 -0.330 0.549 -0.474 -0.6138
Se 1.364852 1.007050 -6.016147 0.020 0.120 0.081 -0.8227
C -1.056248 -4.080850 4.169153 0.026 0.094 -0.012 -1.5542
C -0.279748 -2.845350 3.823353 0.137 0.100 -0.140 0.9843
C -0.213948 -2.357850 2.527353 -0.010 -0.062 0.177 -0.3839
C 0.512852 -1.205050 2.276253 0.033 -0.018 -0.006 -0.6471
N 1.156352 -0.532750 3.217353 0.101 0.106 -0.180 0.1215
C 1.104452 -0.999250 4.456353 -0.052 -0.170 0.163 -0.6722
C 0.409052 -2.140950 4.808853 -0.003 0.057 -0.034 -0.5402
H -1.412548 -4.566450 3.265953 -0.073 -0.112 -0.044 0.3580
H -1.916548 -3.821050 4.787153 -0.060 -0.055 0.021 0.3010
H -0.434548 -4.779750 4.730153 -0.028 -0.058 0.010 0.3584
H -0.722048 -2.833050 1.705853 -0.093 -0.117 -0.127 0.3063
H 0.571552 -0.815650 1.269753 -0.045 -0.096 -0.074 0.7226
H 1.653452 -0.426150 5.195553 0.021 0.020 0.119 0.3311
H 0.395252 -2.482050 5.835553 0.019 -0.001 0.101 0.3896
C -3.060848 3.426150 -2.155147 -0.208 -0.035 0.165 -1.1511
C -4.041048 2.908050 -1.108147 0.013 0.001 -0.095 0.6654
C -4.737348 1.636750 -1.594647 -0.028 0.259 0.182 -1.5173
C -3.325848 2.703850 0.250253 -0.385 0.725 -0.151 -0.9724
N -2.944648 1.350350 0.518753 0.870 -0.992 0.044 0.9333
C -1.914648 0.596950 0.081953 -0.510 0.253 0.182 -0.4831
N -2.018848 -0.589850 0.628853 0.654 -0.172 -0.567 0.1567
N -3.098648 -0.554350 1.398353 -0.410 -0.500 0.500 -0.6820
N -3.659448 0.586450 1.348153 -0.797 0.624 0.260 -0.4438
H -3.535048 3.485850 -3.131947 -0.040 0.017 -0.137 0.4002
H -2.197148 2.770750 -2.239047 0.200 -0.033 -0.123 -0.0066
H -2.698948 4.418850 -1.891647 0.120 0.037 -0.002 0.3666
H -4.809648 3.672650 -0.941647 0.035 -0.045 0.051 0.2707
H -4.000348 0.895550 -1.898247 0.015 -0.117 -0.021 0.2406
H -5.358448 1.868350 -2.459447 -0.007 -0.019 -0.040 0.4777
H -5.367848 1.212250 -0.813147 -0.047 -0.118 -0.016 0.3760
H -3.985448 2.982550 1.078153 0.153 -0.029 -0.119 0.2920
H -2.427448 3.322550 0.283253 -0.018 0.004 0.076 0.4296
H -1.156748 0.926650 -0.597347 0.368 0.214 -0.404 0.4973
```
Forces are in eV/Å.

E_HOMO in eV: -1.25
Total charge: -2
Maximum force in eV/Å: 1.32
Molar mass in g mol⁻¹: 1098.0
HOMO-LUMO gap in eV: 4.6
E_LUMO in eV: 3.33
Electronic energy in eV: -332935.855